14
Properties=species:S:1:pos:R:3 method="wB97M-V/def2-TZVPD" e_homo_ev="-9.697 / -12.974" max_force_ev_per_a=4.6 charge=+1 s_squared=6.01 multiplicity=5
Co 1.778 1.976 -1.361
O 1.824 1.285 0.287
C 1.526 0.209 1.026
H 2.415 -0.399 1.292
H 0.919 0.439 1.926
C 0.592 -0.876 0.108
O -0.711 -0.273 0.215
C -1.328 0.258 -0.823
O -0.779 0.899 -1.676
O -2.603 -0.088 -0.628
Li -2.150 -1.359 1.290
H 0.737 -1.961 0.191
H 0.996 -0.697 -0.898
H -3.216 0.587 -0.949

78
Properties=species:S:1:pos:R:3 method="wB97M-V/def2-TZVPD" e_homo_ev=-4.042 relative_energy_ev=0.000 max_force_ev_per_a=2.8 charge=-1
C 2.284 -3.281 -7.080
C 1.904 -2.130 -7.958
H 2.438 -4.207 -7.652
H 1.506 -3.470 -6.330
H 3.210 -3.085 -6.524
C 1.681 -2.259 -9.271
C 1.598 -3.518 -10.049
H 1.627 -1.371 -9.894
H 0.925 -4.243 -9.595
H 2.554 -4.037 -10.166
H 1.210 -3.314 -11.050
Hg 3.115 -0.830 -4.504
Cl 3.839 1.338 -5.172
Cl 2.860 -2.696 -3.062
C -0.095 4.027 -2.200
O -0.364 2.872 -1.857
N -1.018 4.889 -2.700
C -2.387 4.452 -2.928
C -0.591 6.116 -3.351
H 0.919 4.471 -2.113
H -2.683 3.739 -2.148
H -2.500 3.980 -3.920
H -3.021 5.346 -2.898
H 0.344 6.446 -2.881
H -1.374 6.874 -3.219
H -0.417 5.971 -4.431
H -0.310 -3.723 -1.659
H -0.720 -3.417 -4.311
C -1.324 -4.166 -1.677
C -1.677 -3.927 -4.094
N -2.134 -3.615 -2.755
H -1.829 -3.959 -0.721
C -3.094 -2.664 -2.526
O -3.866 -2.188 -3.360
H -2.435 -3.621 -4.821
H -3.097 -2.327 -1.467
H -1.236 -5.255 -1.829
H -1.491 -5.006 -4.167
O 1.444 -0.747 -5.994
C 1.892 -0.721 -7.337
C -0.141 0.069 -8.638
C 1.130 0.318 -8.119
H -0.556 -0.941 -8.554
C -0.823 1.104 -9.293
H 2.946 -0.389 -7.401
C 1.746 1.557 -8.294
H -1.802 0.887 -9.716
C -0.217 2.345 -9.467
C 1.071 2.564 -8.978
H 2.745 1.673 -7.859
H -0.706 3.114 -10.059
H 1.602 3.495 -9.144
Si -0.069 0.154 -4.949
Cl -1.301 -0.613 -1.793
C -1.367 -1.039 -5.576
C -0.144 1.896 -5.616
C 0.656 0.226 -3.242
H -2.056 -0.501 -6.250
H -1.972 -1.425 -4.738
H -0.908 -1.888 -6.123
H 0.652 -0.867 -2.996
H -0.042 0.942 -2.651
H 1.697 0.609 -3.067
H -0.711 1.995 -6.556
H 0.856 2.334 -5.719
H -0.681 2.417 -4.812
S -0.814 1.757 0.758
C -0.419 0.812 2.074
N -0.609 -0.571 2.121
C -0.184 -1.326 3.194
C 0.442 -0.708 4.274
C 0.652 0.690 4.250
C 0.182 1.443 3.187
H -1.082 -1.001 1.316
H -0.330 -2.409 3.119
H 0.812 -1.309 5.112
H 1.196 1.191 5.055
H 0.275 2.532 3.132

30
Properties=species:S:1:pos:R:3 method="wB97M-V/def2-TZVPD" e_homo_ev=-9.045 relative_energy_ev=0.000 max_force_ev_per_a=7.9 smiles="N#CC(C(=O)O)=C(c1ccccc1)c1ccccc1"
N 2.618 -0.466 3.397
O 1.078 -3.383 1.239
C 1.783 -0.632 2.599
O -0.443 -2.610 2.651
C 0.600 -2.389 1.804
C 0.907 -1.061 1.563
C 0.422 -0.325 0.462
C 0.384 4.025 0.571
C -1.528 -1.981 -3.024
C -0.743 3.283 0.250
C 1.555 3.427 0.818
C -0.686 -0.866 -3.120
C -1.728 -2.599 -1.806
C -0.734 1.864 0.273
C 1.586 1.975 0.839
C -0.013 -0.402 -2.052
C -1.181 -1.968 -0.653
C 0.485 1.173 0.528
C -0.315 -0.858 -0.760
H -0.555 -3.551 2.771
H 0.211 5.188 0.680
H -1.941 -2.405 -3.904
H -1.743 3.767 0.241
H 2.483 3.985 0.975
H -0.370 -0.597 -4.114
H -2.258 -3.511 -1.640
H -1.612 1.289 0.039
H 2.526 1.555 1.241
H 0.729 0.407 -2.169
H -1.516 -2.333 0.299

13
Properties=species:S:1:pos:R:3 method="wB97M-V/def2-TZVPD" e_homo_ev="-8.228 / -7.351" relative_energy_ev=5.941 max_force_ev_per_a=1.6
C 1.545 1.122 0.561
C 1.230 0.625 -0.619
C -1.280 -0.308 -0.546
N -0.251 -2.256 -0.001
O -0.988 -1.195 0.327
S -2.295 1.021 -0.079
H 1.420 2.167 0.792
H 1.936 0.503 1.352
H 0.865 1.254 -1.413
H -1.045 -0.401 -1.594
H -0.124 -2.776 0.871
H 1.384 -0.417 -0.855
H -2.397 0.661 1.203

31
Properties=species:S:1:pos:R:3 method="wB97M-V/def2-TZVPD" e_homo_ev=-13.535 relative_energy_ev=0.789 max_force_ev_per_a=5.2 charge=+1 smiles="C[N@+]1(S(C)(=O)=O)CC[C@]2(CCC=N2)C1"
C 2.994 -1.379 -0.180
C 3.555 -0.027 -0.013
C 2.325 0.768 -0.285
C 0.451 -0.084 1.387
C -0.715 0.931 1.128
C -0.125 -0.085 -0.985
C 1.116 -0.185 -0.024
C -1.554 1.891 -1.047
C -2.481 -2.140 0.344
N -1.216 0.611 -0.248
N 1.744 -1.491 -0.108
O -3.511 -0.474 -1.315
O -3.510 0.255 1.034
S -2.868 -0.382 -0.051
H 3.619 -2.268 -0.042
H 3.977 -0.004 0.996
H 4.444 0.229 -0.633
H 2.224 1.646 0.406
H 2.405 1.155 -1.305
H 1.122 0.356 2.094
H 0.130 -0.993 1.673
H -1.339 0.962 1.908
H -0.360 1.876 1.041
H 0.013 0.492 -2.000
H -0.474 -1.087 -1.136
H -1.942 1.601 -2.090
H -2.223 2.574 -0.499
H -0.820 2.547 -1.264
H -1.406 -1.995 0.512
H -2.933 -2.446 1.189
H -2.642 -2.853 -0.485

44
Properties=species:S:1:pos:R:3 method="wB97M-V/def2-TZVPD" e_homo_ev=-11.076 relative_energy_ev=0.000 max_force_ev_per_a=1.6 charge=+1
C -3.249 -5.532 -1.586
O -3.738 -4.434 -0.783
C -2.849 -3.653 -0.115
C -3.373 -2.587 0.658
C -2.530 -1.758 1.370
C -1.120 -1.950 1.352
C -0.217 -1.164 2.147
O 1.097 -1.480 1.942
C 2.089 -0.792 2.611
C 1.759 0.226 3.530
C 2.830 0.982 4.076
C 4.140 0.650 3.774
C 4.432 -0.421 2.912
C 3.403 -1.133 2.309
C 0.400 0.438 3.804
C -0.584 -0.182 3.056
C -0.616 -2.994 0.553
C -1.447 -3.839 -0.159
H -4.159 -5.971 -1.992
H -2.604 -5.173 -2.399
H -2.714 -6.268 -0.970
H -4.453 -2.461 0.666
H -2.949 -0.950 1.965
H 2.572 1.827 4.721
H 4.957 1.223 4.216
H 5.469 -0.700 2.727
H 3.602 -1.958 1.630
H 0.130 1.158 4.565
H -1.635 0.082 3.156
H 0.451 -3.172 0.502
H -1.011 -4.646 -0.750
Br -0.680 -2.265 9.399
C -0.711 -0.565 8.494
C -1.087 0.590 9.230
N -1.413 0.520 10.529
C -1.105 1.827 8.530
Br -1.619 3.419 9.486
C -0.757 1.854 7.184
N -0.404 0.742 6.522
C -0.379 -0.442 7.146
H -1.686 1.348 11.040
H -1.404 -0.364 11.018
H -0.767 2.798 6.642
H -0.088 -1.323 6.578